Entry 1:
{
  "formula": "C6H16O10SZn",
  "method": "ωB97M-V with the def2-TZVPD basis set",
  "e_above_lowest_kj_mol": 0.0,
  "e_homo_ev": -0.9740,
  "total_charge": -2,
  "e_tot_ha": -3168.15331,
  "max_force_ev_per_a": 2.3,
  "lumo_ha": 0.1655,
  "species": ["Zn", "S", "O", "O", "O", "O", "O", "C", "C", "O", "H", "H", "H", "H", "C", "C", "O", "O", "H", "H", "H", "H", "H", "H", "C", "C", "O", "O", "H", "H", "H", "H", "H", "H"],
  "coordinates": [[-0.706, -0.997, -0.068], [-1.337, -3.351, 1.190], [-2.013, -2.036, 1.257], [-0.904, -3.861, 2.512], [-2.177, -4.375, 0.568], [-0.194, -2.934, 0.309], [-1.671, -1.215, -1.847], [-2.196, 0.069, -2.139], [-2.447, 0.922, -0.867], [-1.442, 0.935, 0.108], [-3.126, 0.075, -2.737], [-1.443, 0.478, -2.840], [-3.413, 0.584, -0.456], [-2.631, 1.980, -1.136], [0.185, 0.303, 2.856], [0.778, 1.636, 2.390], [-0.093, 2.544, 1.739], [0.474, -0.638, 1.828], [-0.898, 0.467, 2.859], [0.576, 0.081, 3.848], [1.705, 1.476, 1.824], [1.120, 2.155, 3.304], [-0.662, 1.991, 1.135], [0.547, -1.518, 2.236], [2.318, 0.032, -1.068], [2.269, 1.332, -1.900], [2.153, 1.017, -3.276], [1.012, -0.520, -1.104], [2.645, 0.255, -0.051], [3.078, -0.667, -1.438], [3.200, 1.895, -1.708], [1.446, 2.000, -1.660], [2.963, 0.652, -3.637], [0.882, -0.767, -2.034]]
}

=====

Entry 2:
{
  "formula": "C6H16O2",
  "method": "ωB97M-V with the def2-TZVPD basis set",
  "e_above_lowest_kj_mol": 122.6,
  "e_homo_ev": -9.3361,
  "smiles": "C=C(CC)CC.O.O",
  "e_tot_ha": -388.63403,
  "max_force_ev_per_a": 2.2,
  "lumo_ha": 0.0276,
  "species": ["C", "C", "C", "C", "C", "C", "H", "H", "H", "H", "H", "H", "H", "H", "H", "H", "H", "H", "H", "H", "O", "H", "H", "O"],
  "coordinates": [[-0.470, -0.610, 1.894], [0.707, 0.156, 1.253], [0.816, -0.298, -0.216], [0.099, 0.318, -1.146], [1.738, -1.508, -0.576], [1.263, -2.911, -0.185], [-0.290, -1.672, 1.803], [-1.371, -0.411, 1.298], [-0.552, -0.384, 2.961], [0.697, 1.261, 1.210], [1.611, -0.016, 1.841], [-0.599, 1.103, -0.849], [0.091, 0.207, -2.226], [2.680, -1.336, -0.092], [1.885, -1.402, -1.670], [0.974, -2.832, 0.858], [2.050, -3.605, -0.442], [0.291, -3.275, -0.593], [1.565, 4.518, -1.177], [0.877, 5.577, -2.176], [1.435, 5.437, -1.412], [-4.764, 0.596, 0.583], [-5.801, 0.372, -0.585], [-4.930, 0.715, -0.354]]
}

=====

Entry 3:
{
  "formula": "C6H16OSi2",
  "method": "ωB97M-V with the def2-TZVPD basis set",
  "e_above_lowest_kj_mol": 0.0,
  "e_homo_ev": -9.5344,
  "e_tot_ha": -892.52370,
  "max_force_ev_per_a": 5.5,
  "lumo_ha": 0.0300,
  "species": ["O", "C", "C", "C", "C", "C", "C", "Si", "Si", "H", "H", "H", "H", "H", "H", "H", "H", "H", "H", "H", "H", "H", "H", "H", "H"],
  "coordinates": [[1.193, 0.473, -0.015], [-0.249, 2.651, 0.935], [-0.421, 1.696, -1.986], [0.867, -1.248, 1.929], [1.891, -2.148, -0.670], [-1.833, -0.040, 0.046], [-1.223, -1.368, -0.317], [-0.342, 1.121, -0.177], [0.570, -1.049, 0.109], [-0.248, 2.375, 1.982], [0.709, 3.134, 0.757], [-1.066, 3.341, 0.743], [-1.421, 2.042, -2.260], [-0.092, 0.899, -2.661], [0.273, 2.507, -2.163], [1.457, -0.452, 2.382], [-0.092, -1.307, 2.441], [1.446, -2.167, 2.046], [1.991, -1.855, -1.713], [1.566, -3.168, -0.577], [2.808, -1.946, -0.133], [-2.171, -0.006, 1.094], [-2.654, 0.287, -0.609], [-1.281, -1.545, -1.388], [-1.680, -2.226, 0.206]]
}

=====

Entry 4:
{
  "formula": "C6H16S",
  "method": "ωB97M-V with the def2-TZVPD basis set",
  "e_above_lowest_kj_mol": 112.7,
  "s_squared": 0.75,
  "spin_multiplicity": 2,
  "e_homo_ev": [-13.7504, -13.7469],
  "total_charge": 1,
  "e_tot_ha": -635.99801,
  "max_force_ev_per_a": 2.5,
  "lumo_ha": [-0.1607, -0.3436],
  "species": ["C", "C", "S", "H", "H", "H", "H", "H", "H", "C", "C", "C", "C", "H", "H", "H", "H", "H", "H", "H", "H", "H", "H"],
  "coordinates": [[-2.448, 0.105, 2.302], [-2.189, -0.172, 0.831], [-1.396, 1.512, 3.006], [-3.477, 0.439, 2.517], [-2.313, -0.919, 2.692], [-2.478, -1.234, 0.570], [-0.606, 0.736, 3.700], [-1.139, -0.052, 0.512], [-2.678, 0.522, 0.114], [1.107, 0.191, -1.015], [2.031, 0.832, -2.030], [0.054, -0.733, -1.701], [2.001, -0.491, 0.105], [0.531, 0.967, -0.427], [3.071, 0.826, -1.633], [1.842, 1.922, -2.232], [0.469, -1.455, -2.400], [-0.431, -1.311, -0.936], [-0.587, -0.154, -2.365], [1.706, -1.527, 0.267], [3.050, -0.331, 0.036], [1.770, 0.048, 1.046], [2.111, 0.281, -2.959]]
}